Record 1
Formula: C28H31N3O5
Source: the Open Molecules 2025 dataset
Level of theory: wB97M-V/def2-TZVPD

XYZ file:
```
67
Properties=species:S:1:pos:R:3:forces:R:3
C -1.315860 2.150935 -4.174072 0.020 -0.368 -0.177
H -2.180779 1.978703 -3.537293 -0.067 0.034 0.098
H -0.426784 2.247955 -3.555518 0.092 0.048 0.091
H -1.470381 3.080837 -4.715653 -0.036 0.126 -0.032
C -1.132920 1.008907 -5.173382 -0.016 0.230 -0.083
O -0.674770 -0.201670 -4.618277 0.181 -0.010 0.090
C -1.597149 -0.930303 -3.836288 -0.185 -0.063 0.276
C -1.435809 -0.700788 -2.330141 0.332 -0.115 -0.381
C -0.026205 -1.085842 -1.873490 -0.211 -0.046 -0.072
N 0.220526 -0.709070 -0.502490 -0.098 -0.001 -0.155
C 0.003775 -1.559010 0.507670 0.223 0.369 0.171
O -0.370114 -2.708158 0.380397 -0.298 -0.466 0.057
C 0.306306 -0.988258 1.911630 -0.215 -0.218 -0.063
N 1.577420 -0.283367 1.974469 0.027 -0.233 0.238
C 1.773274 1.050453 1.938395 0.052 0.149 0.203
O 2.869922 1.562454 2.100097 0.066 0.207 -0.041
C 0.609613 1.962600 1.666630 0.006 0.752 -0.068
N 0.084326 1.914475 0.447632 0.410 -0.011 0.116
C -0.841118 2.800522 0.118375 -0.198 0.294 -0.104
C -1.293954 3.780257 0.983206 0.073 -0.046 -0.017
C -0.730975 3.846868 2.249507 0.092 -0.111 -0.077
C 0.252005 2.937735 2.593383 0.010 -0.047 -0.165
H 0.735674 2.965100 3.556426 0.047 -0.005 0.089
H -1.046988 4.603698 2.952059 -0.023 0.053 0.068
H -2.056949 4.476775 0.673607 -0.069 0.046 -0.054
H -1.227627 2.716016 -0.888871 -0.109 0.051 -0.086
C 2.759036 -1.138765 2.008543 0.308 0.115 -0.080
C 3.006056 -1.738781 0.648632 0.229 -0.099 0.001
C 3.395164 -0.903725 -0.389381 0.087 -0.071 0.121
C 3.570991 -1.375891 -1.685784 -0.007 -0.219 -0.179
C 3.344025 -2.714151 -1.896155 -0.204 -0.319 0.579
C 2.963981 -3.562001 -0.855063 0.190 0.519 -0.431
C 2.785722 -3.099388 0.425063 0.114 -0.107 -0.226
H 2.475552 -3.764124 1.213606 -0.094 -0.082 0.146
O 2.820706 -4.835219 -1.336246 -0.053 0.100 0.442
C 3.079009 -4.756664 -2.720642 -0.099 -0.960 -0.804
O 3.439264 -3.434351 -3.057523 0.121 0.468 0.055
H 3.902098 -5.440656 -2.981559 -0.146 0.200 0.111
H 2.175421 -5.046697 -3.282519 0.168 0.132 0.173
H 3.870452 -0.727144 -2.491366 0.049 0.104 -0.120
H 3.560962 0.142332 -0.182478 0.015 0.161 0.033
H 2.615350 -1.920797 2.758337 -0.026 0.059 -0.015
H 3.596511 -0.500866 2.302939 -0.143 -0.196 0.024
C -0.831271 -0.182295 2.495316 -0.289 -0.200 0.203
C -1.977666 0.131313 1.779899 0.086 -0.155 0.153
C -2.982292 0.883515 2.361997 -0.008 0.015 0.113
C -2.875388 1.333248 3.670639 0.036 -0.010 -0.043
C -1.742201 0.984653 4.396530 -0.005 -0.103 -0.013
C -0.738529 0.232321 3.820631 -0.143 -0.175 -0.035
H 0.138799 -0.024313 4.397155 0.130 -0.023 0.070
H -1.647816 1.307020 5.423531 0.018 0.052 0.123
C -3.963654 2.149360 4.297155 -0.025 -0.076 0.021
H -4.652882 1.499136 4.836601 -0.092 0.034 0.055
H -4.530166 2.687242 3.540771 -0.069 0.072 -0.010
H -3.552383 2.862966 5.007576 -0.029 0.082 0.054
H -3.863232 1.128113 1.785844 -0.098 0.048 -0.068
H -2.087427 -0.208013 0.761623 0.002 -0.002 -0.148
H 0.420177 -1.878642 2.548759 0.007 0.148 -0.214
H 0.357293 0.283742 -0.295262 0.028 -0.202 -0.034
H 0.101555 -2.168143 -1.946650 0.066 0.070 -0.075
H 0.709849 -0.593559 -2.512383 -0.003 -0.079 0.037
H -1.612884 0.346874 -2.083590 -0.078 0.055 0.020
H -2.171635 -1.310014 -1.802106 -0.049 -0.001 0.066
H -2.625730 -0.700882 -4.145230 0.047 -0.046 -0.040
H -1.399948 -1.986355 -4.051121 -0.114 0.052 0.012
H -0.360743 1.280635 -5.898378 -0.155 0.024 0.000
H -2.076582 0.841141 -5.715718 0.122 -0.006 0.002
```
Positions in Å, forces in eV/Å.

## Properties
2S+1 ... 1
E ... -44247.14177 eV
Orbital gap ... 8.27 eV
Energy above the lowest of the compared OMol25 structures with the same formula, charge and spin ... 2.6494 eV
SMILES ... CCOCCCNC(=O)[C@H](c1ccc(C)cc1)N(Cc1ccc2c(c1)OCO2)C(=O)c1ccccn1
LUMO level ... 0.49 eV

---

Record 2
Formula: C28H31N6O2PdSSe2
Source: the Open Molecules 2025 dataset
Level of theory: wB97M-V/def2-TZVPD

XYZ file:
```
71
Properties=species:S:1:pos:R:3:forces:R:3
Pd 0.525137 -0.528064 0.172444 0.319 -0.535 0.230
O -4.644554 4.385612 -1.392215 -0.012 -0.009 0.014
C -3.745183 4.537607 -0.306298 0.038 0.038 0.003
C -2.753100 3.359997 -0.326424 0.057 0.216 0.009
C -3.608637 2.102203 -0.191746 -0.036 0.022 0.017
O -2.858254 0.923507 0.098581 -0.038 0.056 -0.044
C -1.805082 3.578157 0.857626 0.059 -0.086 -0.058
Se -0.096327 2.612067 0.676077 -0.028 0.079 -0.049
C -1.944464 3.490811 -1.622929 0.034 0.060 0.135
Se -0.384690 2.320063 -1.645366 -0.051 -0.012 -0.117
H -5.261715 5.122957 -1.397122 -0.002 0.000 -0.008
H -4.282009 4.548841 0.649510 -0.001 -0.008 0.002
H -3.183278 5.474134 -0.392177 -0.001 -0.006 -0.001
H -4.192679 1.979029 -1.106502 0.027 -0.037 -0.020
H -4.309793 2.291602 0.629712 -0.040 -0.040 -0.021
H -3.509602 0.233332 0.260429 0.033 -0.023 0.039
H -2.250908 3.283407 1.807476 -0.031 -0.086 -0.037
H -1.535531 4.632104 0.910708 -0.023 0.005 0.047
H -1.574017 4.513671 -1.695085 -0.028 -0.005 -0.049
H -2.544497 3.284420 -2.506836 -0.012 -0.101 0.017
C -0.858268 -1.158081 5.674610 0.004 0.003 0.027
C -0.343349 -0.109005 4.926341 0.001 -0.005 -0.025
C -0.360139 -0.171447 3.542148 -0.053 -0.029 0.040
C -0.923745 -1.282172 2.929026 0.040 0.037 -0.068
C -1.449301 -2.339338 3.665333 0.017 0.000 0.051
C -1.404279 -2.271921 5.045648 -0.009 -0.008 -0.010
N -0.943220 -1.285528 1.505504 -0.110 0.017 -0.032
N -1.854473 -1.955284 0.984313 0.001 0.144 -0.105
C -1.861075 -1.923254 -0.429257 -0.014 -0.083 0.094
C -2.905627 -2.545292 -1.081530 0.022 0.030 -0.058
C -2.940216 -2.480960 -2.468638 -0.016 -0.012 0.019
C -1.935703 -1.804727 -3.134974 0.019 0.033 -0.009
C -0.913872 -1.210741 -2.406165 -0.018 0.025 0.008
N -0.878171 -1.278939 -1.079177 -0.104 0.135 0.083
H -0.833434 -1.112272 6.755280 0.001 0.001 0.001
H 0.070025 0.760169 5.419956 -0.005 0.003 0.006
H 0.024196 0.636019 2.934026 0.015 0.012 -0.002
H -1.866340 -3.198965 3.160432 0.005 0.009 -0.012
H -1.794920 -3.089665 5.635627 0.002 -0.001 0.003
H -3.662551 -3.054045 -0.502993 0.007 -0.011 0.010
H -3.743887 -2.954584 -3.015576 0.002 0.002 -0.008
H -1.926936 -1.728328 -4.212523 -0.008 -0.004 -0.002
H -0.101070 -0.672051 -2.872224 -0.003 -0.023 -0.008
C 3.577286 1.593160 5.245533 0.007 0.003 0.007
C 3.872019 1.925235 3.782451 -0.003 0.008 -0.018
C 3.415554 0.847609 2.855341 0.008 0.013 0.040
N 2.329851 0.894564 2.175459 -0.058 -0.005 0.015
N 2.112476 -0.241829 1.446333 -0.042 -0.036 -0.009
C 3.064225 -1.138860 1.556340 0.107 0.122 0.007
N 3.082227 -2.310009 0.892849 -0.101 -0.084 0.039
S 4.302358 -0.641353 2.643941 -0.007 0.009 0.005
H 3.911802 2.402932 5.891857 0.002 0.004 -0.002
H 4.086832 0.681343 5.559433 0.000 -0.005 -0.005
H 2.507311 1.452923 5.397776 -0.004 -0.008 0.002
H 4.940750 2.095490 3.641068 0.001 0.004 -0.005
H 3.354686 2.835399 3.479091 -0.008 0.001 0.015
H 2.558618 -2.321240 0.026173 0.026 0.010 -0.042
H 3.926765 -2.855175 0.908506 0.022 0.009 -0.014
C 1.842134 -0.324628 -1.226205 0.013 0.165 -0.131
C 2.697002 -0.245927 -2.080226 -0.049 -0.027 -0.002
C 3.706974 -0.133092 -3.095030 0.036 0.020 -0.019
C 3.659186 -0.931247 -4.239172 -0.012 -0.015 0.005
C 4.637156 -0.817060 -5.213143 0.007 0.003 0.002
C 5.672525 0.094170 -5.057848 -0.002 0.001 0.000
C 5.726324 0.892522 -3.923490 0.002 -0.003 -0.006
C 4.751407 0.781551 -2.946257 -0.008 0.006 0.005
H 2.851246 -1.642030 -4.356549 -0.001 0.000 0.002
H 4.591380 -1.440472 -6.096263 0.001 -0.001 -0.002
H 6.434956 0.183176 -5.820113 0.002 0.000 -0.001
H 6.530103 1.606314 -3.800891 0.002 0.002 -0.001
H 4.783778 1.406383 -2.063397 0.000 0.000 0.001
```
Positions in Å, forces in eV/Å.

## Properties
2S+1 ... 1
E ... -187575.03389 eV
Orbital gap ... 5.52 eV
Energy above the lowest of the compared OMol25 structures with the same formula, charge and spin ... 0.0000 eV
Net charge ... +1
LUMO level ... -4.02 eV

---

Record 3
Formula: C28H31O3Si
Source: the Open Molecules 2025 dataset
Level of theory: wB97M-V/def2-TZVPD

XYZ file:
```
63
Properties=species:S:1:pos:R:3:forces:R:3
C 1.887952 3.370877 -2.878205 0.001 0.072 0.080
Si 1.852605 1.520661 -3.127764 -0.120 0.244 -0.085
C 1.169147 1.100182 -4.807048 -0.076 -0.118 -0.009
C 3.516590 0.750289 -2.829341 0.101 -0.090 0.054
O 0.896957 0.829768 -1.896890 -1.327 -0.089 1.228
C -0.328519 0.298137 -1.618592 2.247 -3.055 0.144
C -0.349482 -0.881468 -0.759912 0.815 1.659 -6.990
C -1.454718 0.857417 -2.364285 -1.092 1.165 -0.433
C -2.344059 0.083393 -3.151232 0.354 0.287 0.524
C -3.387411 0.702375 -3.848656 0.169 0.254 0.192
C -3.578797 2.092688 -3.779913 0.307 -0.243 0.167
C -2.692898 2.869200 -3.021865 0.261 -0.480 0.062
C -1.625848 2.267624 -2.338349 -0.476 -0.550 -0.300
H 2.614721 3.826104 -3.568819 -0.181 -0.119 0.191
H 0.909207 3.827600 -3.079255 0.217 -0.100 0.030
H 2.190064 3.630640 -1.853431 -0.049 -0.036 -0.236
H 1.835156 1.519029 -5.578957 -0.209 -0.139 0.210
H 1.125428 0.010673 -4.947945 -0.016 0.258 -0.045
H 0.162945 1.515819 -4.957753 0.235 -0.103 0.013
H 4.276916 1.150288 -3.512301 -0.163 -0.043 0.106
H 3.855321 0.935986 -1.801875 -0.060 -0.028 -0.194
H 3.472554 -0.336052 -2.980122 0.013 0.187 0.034
H -1.077557 -1.597237 -1.246771 0.127 0.732 1.424
H 0.635106 -1.367607 -0.754019 -0.187 0.349 0.326
H -2.180557 -1.000016 -3.215659 -0.200 0.485 -0.028
H -4.064407 0.096720 -4.445775 0.155 0.090 0.083
H -4.406471 2.570961 -4.320867 0.430 -0.297 0.284
H -2.825287 3.944786 -2.958156 0.010 -0.128 -0.043
H -0.934176 2.882612 -1.761990 -0.166 -0.164 -0.104
C 0.498565 -6.971893 3.176483 0.158 -0.255 0.264
C -0.041239 -6.239117 1.930841 -0.127 -0.536 -0.151
C 0.131622 -4.799018 2.279606 0.054 0.793 -0.143
C 0.705081 -4.733938 3.561361 -0.056 0.087 0.066
O 0.926046 -5.931923 4.153376 -0.543 0.654 -1.317
C 1.023105 -3.485659 4.126193 -0.049 -0.887 -0.023
C 0.795416 -2.353155 3.387626 0.264 1.048 -0.304
C 0.134170 -2.348790 2.106356 0.541 -0.978 -0.114
C -0.297054 -1.164760 1.428113 -2.740 -1.228 2.260
C -0.284860 0.090741 2.094086 0.016 2.087 0.407
C -0.136153 1.285086 1.340500 0.001 0.045 -0.291
C -0.192256 2.527197 1.926700 -0.279 -0.136 1.220
C -0.371091 2.659265 3.323934 0.084 -0.310 -0.862
O -0.369923 3.936065 3.775737 0.193 -0.316 -1.439
C -0.169929 4.804064 2.561001 -0.031 0.195 0.686
C -0.089663 3.891830 1.330013 0.053 0.126 -0.211
C -0.538964 1.504619 4.109586 -0.047 1.531 0.243
C -0.536731 0.282808 3.502724 0.498 -1.518 -0.367
C -0.160404 -3.641106 1.568065 0.077 -0.421 0.463
H -0.265329 -7.604777 3.656592 0.395 0.402 -0.033
H 1.376301 -7.594513 2.939302 -0.299 0.359 0.274
H 0.531988 -6.521554 1.043057 -0.113 0.083 0.065
H -1.087315 -6.502426 1.755802 0.088 0.069 -0.048
H 1.458141 -3.476845 5.114533 0.123 0.264 -0.001
H 1.136671 -1.402169 3.825992 -0.175 -0.609 -0.409
H -1.058341 -1.215624 0.572706 0.924 -0.455 2.491
H 0.076658 1.219428 0.273630 0.068 0.140 0.692
H -1.019119 5.498273 2.510311 0.279 -0.271 0.199
H 0.757782 5.373172 2.711174 -0.356 -0.227 0.154
H 0.846583 4.026347 0.783481 -0.035 0.048 0.040
H -0.910557 4.092690 0.634648 0.066 -0.047 0.078
H -0.674205 1.648148 5.180708 -0.131 -0.343 -0.227
H -0.726036 -0.597429 4.136382 -0.046 0.548 -0.477
H -0.619442 -3.726464 0.585107 0.028 0.060 0.126
```
Positions in Å, forces in eV/Å.

## Properties
2S+1 ... 1
E ... -43550.95703 eV
Orbital gap ... 5.83 eV
Energy above the lowest of the compared OMol25 structures with the same formula, charge and spin ... 2.5049 eV
Net charge ... +1
LUMO level ... -4.49 eV

---

Record 4
Formula: C28H32Cl2N4PdSe
Source: the Open Molecules 2025 dataset
Level of theory: wB97M-V/def2-TZVPD

XYZ file:
```
68
Properties=species:S:1:pos:R:3:forces:R:3
Pd -1.102504 -0.224493 -0.207815 -2.069 0.497 -1.312
C 4.724977 1.634682 0.119319 0.041 -0.109 0.171
C 3.903688 0.766398 1.087183 0.128 0.098 -0.267
C 3.403914 -0.510950 0.414549 0.015 0.131 0.116
C 2.878926 1.582668 1.866372 -0.325 -0.148 0.049
C 3.426596 2.313368 2.914976 -0.095 0.185 0.274
C 2.642865 2.956353 3.850757 0.121 -0.106 -0.030
C 1.270984 2.793250 3.786542 0.166 0.009 0.020
C 0.666460 2.102785 2.752349 0.116 0.017 0.050
C -0.831652 1.933698 2.843043 -0.158 -0.094 -0.352
C -1.577913 2.615556 1.699740 0.109 -0.153 0.031
C -1.190273 0.449191 2.929964 0.028 0.147 -0.047
C 1.468587 1.582310 1.705011 0.505 0.665 0.683
N 0.873122 1.158215 0.525747 -0.251 -0.646 -1.164
C 1.430366 1.506964 -0.598907 -0.158 0.293 0.957
C 1.071819 1.015620 -1.862770 0.317 0.229 -0.726
C 1.729160 1.225896 -3.101488 -0.152 0.002 1.120
C 1.083117 0.438647 -4.023983 -0.746 -0.383 -0.010
C 0.012656 -0.197263 -3.345216 0.107 -0.250 -0.659
N 0.041754 0.140523 -2.063416 -0.093 -0.440 1.490
C -1.080382 -1.057534 -3.916150 -0.234 -0.132 0.092
C -2.352148 -0.206907 -4.053000 0.127 -0.077 0.118
C -1.357078 -2.214008 -2.946848 -0.060 0.235 0.091
C -0.702344 -1.603170 -5.293409 0.032 0.102 0.291
H 5.711373 1.200603 -0.026486 0.122 -0.059 -0.099
H 4.853731 2.638306 0.521132 0.066 0.061 -0.017
H 4.252641 1.711892 -0.855590 -0.082 0.021 -0.136
H 4.610362 0.440498 1.862761 -0.147 0.043 -0.076
H 2.886488 -0.320788 -0.522545 0.034 -0.092 -0.017
H 2.727360 -1.045529 1.077679 -0.102 -0.138 0.014
H 4.255766 -1.151389 0.198597 0.102 -0.108 -0.039
H 4.504835 2.365338 3.004652 0.064 -0.077 0.008
H 3.091567 3.516740 4.657780 0.047 0.066 0.028
H 0.651251 3.227904 4.554503 -0.144 0.047 0.137
H -1.148954 2.397149 3.785088 0.059 -0.026 -0.110
H -1.287248 2.169424 0.744289 -0.142 0.365 0.295
H -1.351212 3.678314 1.672804 0.012 0.119 -0.079
H -2.653045 2.496990 1.828661 -0.132 0.021 -0.058
H -0.807971 -0.073146 2.036449 -0.121 0.075 0.487
H -2.271314 0.320605 3.007547 -0.056 -0.057 -0.082
H -0.729125 0.002168 3.807515 0.095 -0.171 0.047
H 2.232770 2.247685 -0.580453 0.019 -0.101 0.003
H 2.596429 1.838851 -3.246615 0.193 0.207 -0.043
H 1.319881 0.318965 -5.062915 -0.002 0.025 -0.208
H -2.682413 0.140995 -3.076972 -0.039 0.005 -0.073
H -3.144921 -0.799020 -4.503413 -0.163 -0.095 -0.102
H -2.167237 0.663854 -4.678072 0.000 0.089 -0.079
H -1.668181 -1.814934 -1.967871 0.028 -0.330 -0.447
H -0.460403 -2.814270 -2.805522 0.080 -0.112 0.074
H -2.152142 -2.849299 -3.329326 -0.136 -0.094 -0.065
H -0.629791 -0.794555 -6.017788 0.044 0.040 -0.095
H -1.475832 -2.291570 -5.626474 -0.062 -0.073 -0.101
H 0.247243 -2.131492 -5.258996 0.121 -0.096 -0.045
Se -3.719140 3.746767 -1.820033 -0.406 0.775 -0.253
C -2.951184 2.258596 -1.385513 0.306 -0.181 0.136
N -2.482558 1.231455 -1.082411 1.461 -1.250 0.813
Cl -3.579947 -1.078197 0.527312 0.165 -0.418 0.368
C -3.066008 -2.500858 1.355700 -0.437 0.487 -0.132
C -3.961282 -3.289951 2.030851 -0.509 0.190 -0.052
C -3.503236 -4.401180 2.733397 0.406 0.461 -0.463
C -2.153160 -4.726052 2.724649 0.209 -0.280 0.156
C -1.252109 -3.949989 2.034628 0.964 -0.275 0.098
Cl 0.418560 -4.342053 2.059277 -0.468 0.011 0.025
C -1.649687 -2.776108 1.303434 -0.990 0.493 -0.160
N -0.832230 -2.030865 0.644608 2.120 0.519 -0.776
H -5.011531 -3.038037 2.031694 -0.033 0.035 0.004
H -4.197209 -5.007858 3.289465 -0.124 -0.111 0.079
H -1.805880 -5.587759 3.269971 0.107 -0.082 0.047
```
Positions in Å, forces in eV/Å.

## Properties
2S+1 ... 1
E ... -129381.68435 eV
Orbital gap (spin up / spin down) ... 3.47 / 3.49 eV
Energy above the lowest of the compared OMol25 structures with the same formula, charge and spin ... 6.2523 eV
LUMO level (spin up / spin down) ... -3.61 / -3.59 eV

---

- Look up the 2S+1 of the third one.
  1